Density functional theory data (ωB97M-V/def2-TZVPD) for a molecular structure, C21H32F3MgO12S.

Geometry as XYZ:
```
70
Properties=species:S:1:pos:R:3
H -3.2287 -0.8010 -3.2732
H -0.8923 0.7761 3.1152
C 2.3019 -1.5738 4.2653
H -5.5956 -2.2768 -4.1116
H 2.2377 -1.7702 3.1951
H -3.2440 2.6681 3.5041
C -2.6983 2.3223 1.5407
C 4.2837 -0.5576 4.3988
H -2.3953 1.5586 0.8245
H -1.1648 1.5451 4.5894
H -5.1901 -1.8427 -2.5279
O 0.3603 -1.3342 -1.2941
C -2.3943 2.4572 -3.4508
H 3.5661 1.3754 5.0198
C 4.6313 -0.8712 -1.6633
H 2.9528 0.8768 0.4854
C 3.2852 0.5844 4.3245
Mg 0.7499 -2.0278 -3.0077
C -4.8117 -2.4240 -3.3687
C -3.4565 -1.7722 -3.7125
C -1.3335 -1.6381 0.7178
H 4.6864 -1.9355 -1.8917
C -0.5851 1.0212 -3.4055
C -2.8117 1.7961 3.0133
F -1.3066 -2.9223 0.4414
H -0.9753 4.0470 -3.3973
H -3.4721 0.9290 3.0045
O 0.1301 3.5274 3.1699
H -3.5570 2.8369 1.1094
S 0.3796 -0.8905 0.1091
C -2.4937 -2.7442 -3.0802
C -1.3640 1.6693 3.5250
C 4.4382 -0.4299 -0.2739
H 1.7049 -2.3293 4.7760
O -3.1255 -3.8569 -2.6819
O 2.5266 -0.9157 -3.1153
H 3.9049 -1.2104 0.2687
C 3.2287 -0.4471 -2.2740
O -1.5929 3.1863 1.7926
H -4.4846 -4.5411 -4.0464
H 5.0759 -0.4870 3.6535
H 4.8593 -0.3748 5.3062
C -1.2362 3.1679 -2.8081
H 3.0456 1.0304 3.3592
H 4.3395 1.6390 -0.3586
O 2.8659 0.6423 -1.5628
H 2.1021 -0.1954 5.9046
H -1.4844 3.5482 -1.8172
O -1.2440 -2.6205 -3.0057
H -3.2108 2.2662 -2.7544
F -1.5869 -1.3937 2.0417
C 2.0674 -0.1677 4.8155
O -1.8657 1.2690 -3.9335
H 5.2945 -0.3399 -2.3459
H -2.7537 3.1717 -4.1914
H -3.2824 -1.7082 -4.7866
H 0.8273 2.6880 -3.4477
O -0.1704 -0.1263 -3.4818
F -2.2650 -1.0423 -0.0512
C -4.4323 -3.9008 -3.1658
C 0.0187 2.3003 -2.8281
H -5.0155 -4.4214 -2.4063
O 3.5915 -1.8058 4.6380
C -0.8226 2.8318 2.8597
O 0.2558 0.5338 0.2274
H 1.1166 0.2901 4.5425
O 1.4006 -1.5197 0.8993
H 5.3554 -0.1642 0.2517
H 0.3140 2.0256 -1.8154
C 3.6450 0.7989 -0.3530
```

The total charge is +1. As for the highest occupied orbital energy: -10.9 eV. The LUMO energy comes out at -4.22 eV. Its frontier orbital gap is 6.6695 eV.